No. 1
ORCA calculation (ωB97M-V with the def2-TZVPD basis set) on a molecular structure, C24H16Cl2NO7V in a non-equilibrium geometry.

Relative energy (zero: lowest compared OMol25 entry of this formula, charge and spin): 2.027 eV
Energy: -3370.044370 Ha
E_HOMO (alpha / beta): -8.2 / -8.2 eV

Structure (XYZ):
```
51
Properties=species:S:1:pos:R:3:forces:R:3
V 0.226832 0.280923 -0.560535 -0.42 -0.83 -0.36
C -4.572907 4.168338 0.520331 0.02 -0.03 0.10
O -4.736687 3.417547 1.714979 -0.05 0.09 -0.13
C -3.943848 2.333357 1.878753 0.08 0.08 -0.13
C -4.241628 1.502016 2.950713 -0.14 -0.06 0.19
C -3.502611 0.355250 3.140429 -0.09 -0.05 0.16
C -2.451395 -0.001530 2.296161 0.15 -0.35 0.07
C -1.717387 -1.299624 2.452829 0.07 0.19 0.16
C -1.498507 -1.840573 3.847681 -0.01 0.03 0.03
O -1.258548 -1.876886 1.494398 -0.11 -0.16 -0.07
C -2.147012 0.873956 1.259629 0.87 -0.21 -0.80
O -1.082703 0.633496 0.418315 -3.08 0.64 2.87
C -2.880020 2.028342 1.043168 0.03 0.16 -0.24
H -5.386878 4.884382 0.499600 -0.04 0.04 0.02
H -4.631302 3.525097 -0.359938 -0.02 -0.02 0.00
H -3.621153 4.703568 0.514172 0.03 0.00 0.01
H -5.061060 1.768154 3.607294 0.03 -0.07 -0.05
H -3.777267 -0.304664 3.954603 0.04 0.06 -0.04
H -2.324779 -1.634425 4.528253 0.10 -0.03 -0.04
H -0.601434 -1.355423 4.249777 -0.11 -0.01 -0.04
H -1.312683 -2.911473 3.790776 -0.01 0.04 -0.01
H -2.596972 2.649407 0.205984 0.01 0.01 0.05
Cl 2.646138 3.325098 -6.850281 -0.02 -0.03 0.06
C 2.260039 2.534308 -5.352906 0.16 0.06 -0.17
C 3.085992 1.515567 -4.891793 0.11 -0.02 -0.05
C 2.793994 0.877522 -3.704390 0.20 -0.28 0.10
Cl 3.818979 -0.370801 -3.097144 -0.07 0.06 -0.06
C 1.664769 1.240037 -2.974740 -0.55 -0.43 1.18
O 1.319859 0.638198 -1.828260 2.93 0.92 -3.06
C 0.865100 2.278836 -3.433840 -0.49 0.28 0.13
C -0.299952 2.707477 -2.637378 0.32 -0.06 -0.27
O -0.680413 2.204101 -1.594166 0.00 0.13 -0.27
C 1.164938 2.929312 -4.628103 -0.31 0.31 -0.03
H 3.963953 1.230191 -5.456807 -0.05 -0.01 0.03
H -0.848240 3.568930 -3.050559 -0.02 0.02 0.01
H 0.539179 3.746636 -4.975939 0.06 -0.11 0.02
O 2.160924 -0.536041 2.269652 -0.01 0.10 0.12
C 2.018293 -1.332051 1.376599 -0.12 -0.25 -0.42
N 1.216492 -1.165082 0.245742 0.70 -0.49 0.71
C 1.276267 -2.272953 -0.565372 0.05 0.06 0.22
O 0.679775 -2.338810 -1.629035 -0.04 0.06 0.20
C 2.201064 -3.266686 0.079515 -0.14 0.04 -0.26
C 2.620475 -4.514043 -0.329671 0.02 -0.13 -0.05
C 3.542756 -5.179034 0.478416 -0.02 0.05 0.01
C 4.020260 -4.592416 1.649535 -0.03 0.00 -0.03
C 3.581760 -3.330475 2.050777 0.11 -0.08 0.15
C 2.664390 -2.689580 1.248394 -0.09 0.17 -0.01
H 2.244216 -4.954816 -1.246589 0.05 0.04 0.08
H 3.898863 -6.162121 0.190513 -0.02 0.07 0.03
H 4.746011 -5.126336 2.253890 -0.07 0.04 -0.05
H 3.954068 -2.864201 2.956566 -0.05 -0.03 -0.07
```
Positions in Å, forces in eV/Å.

Löwdin charges, unit e, in atom order: 1.136, -0.073, -0.068, -0.275, 0.002, -0.016, -0.086, -0.372, 0.004, 0.088, -0.214, -0.231, 0.063, 0.092, 0.097, 0.095, 0.122, 0.109, 0.065, 0.100, 0.087, 0.107, 0.680, -0.655, -0.097, -0.564, 0.752, -0.288, -0.220, -0.111, -0.124, 0.011, -0.053, 0.115, 0.138, 0.121, 0.099, -0.406, -0.014, -0.434, 0.073, -0.082, 0.000, -0.069, -0.069, -0.002, -0.084, 0.121, 0.103, 0.103, 0.121

=====

No. 2
ORCA calculation (ωB97M-V with the def2-TZVPD basis set) on 2 unconnected molecules or ions with the total composition C6H10O.

Structure (SMILES): C=CC1CC1.C=O
Relative energy (zero: lowest compared OMol25 entry of this formula, charge and spin): 2.471 eV
Energy: -309.751567 Ha
E_HOMO: -9.0 eV

Structure (XYZ):
```
17
Properties=species:S:1:pos:R:3:forces:R:3
C -1.414182 0.346882 1.047126 0.04 0.09 0.18
C -2.032224 0.134398 -0.291348 -0.17 0.04 -0.11
C -1.026266 -0.864547 0.226463 0.05 -0.17 -0.05
C 0.287657 -0.934407 -0.442290 -0.03 0.06 -0.40
C 0.863639 0.064614 -1.114764 -0.49 -0.29 -0.47
C 2.342008 0.413235 0.780360 0.27 0.01 0.70
O 1.596308 0.388332 1.729543 0.67 0.19 0.02
H -0.644897 1.100781 1.177725 -0.18 -0.07 -0.07
H -2.022328 0.157841 1.926464 0.11 0.07 -0.12
H -3.067215 -0.183155 -0.352789 0.09 0.06 0.09
H -1.703094 0.754941 -1.121869 -0.08 -0.13 0.18
H -1.412771 -1.818403 0.574974 0.05 0.17 -0.06
H 0.824451 -1.876715 -0.324915 -0.14 0.09 -0.26
H 1.769018 -0.090258 -1.687168 0.09 0.03 0.16
H 0.436005 1.064248 -1.146765 -0.08 -0.19 -0.18
H 2.840259 -0.485109 0.365421 -0.05 0.05 0.32
H 2.666733 1.355821 0.295559 -0.15 0.00 0.08
```
Positions in Å, forces in eV/Å.

Löwdin charges, unit e, in atom order: -0.109, -0.121, -0.278, -0.152, -0.061, -0.213, -0.031, 0.092, 0.104, 0.099, 0.094, 0.131, 0.116, 0.071, 0.078, 0.086, 0.094

=====

No. 3
ORCA calculation (ωB97M-V with the def2-TZVPD basis set) on a molecular structure, C28H75F8N4O20PRb2S2 in a non-equilibrium geometry.

Energy: -4820.567517 Ha
E_HOMO: -8.2 eV

Structure (XYZ):
```
140
Properties=species:S:1:pos:R:3:forces:R:3
Rb -1.870366 -4.539637 2.669685 -0.18 0.28 -0.11
Rb -2.239181 -3.684278 -2.708224 -0.06 -0.23 0.42
N 0.512443 -1.059777 -0.004117 -3.28 -0.46 1.13
S 0.117218 -0.526147 -1.394695 2.55 3.27 -5.32
O -0.030449 0.910997 -1.483086 -0.55 -1.59 0.44
O -0.724809 -1.370054 -2.225005 0.29 0.70 1.09
F 1.574159 -0.700331 -2.037407 -0.31 -0.43 0.06
S -1.074312 -1.216419 0.554039 0.01 -0.71 4.86
O -1.630122 -2.535467 0.557070 0.52 0.07 -1.06
O -1.977592 -0.120104 0.429463 0.75 -0.16 -0.93
F -0.570820 -1.108588 2.067107 -0.20 0.02 -0.13
P -4.477305 -5.631511 -0.216538 -0.53 -1.45 -1.53
F -4.565237 -5.704789 1.390638 -0.29 -0.02 -0.04
F -5.874877 -6.417008 -0.438676 0.27 0.87 0.68
F -5.184548 -4.172642 -0.284460 0.32 -0.46 0.68
F -4.310166 -5.529972 -1.841670 0.34 0.54 -0.44
F -2.992640 -4.956601 -0.022873 0.15 0.62 -0.18
F -3.724149 -7.067058 -0.348078 0.11 0.09 0.87
C 1.296045 5.796721 -6.377806 -0.06 -0.85 -1.33
O 2.191658 4.738441 -6.052489 -0.58 0.39 0.52
C 1.474139 3.527343 -5.889385 0.49 -0.92 0.29
C 0.971017 3.322433 -4.453760 0.00 0.79 -0.19
N 0.374004 2.010264 -4.249256 0.65 0.47 -0.32
C -1.011525 1.834315 -4.658631 0.02 -1.14 1.54
C -2.090623 2.329080 -3.660666 0.82 0.31 -1.92
O -2.002236 3.738505 -3.595187 -0.47 0.58 0.14
C -2.987857 4.258054 -2.715224 0.41 -1.09 0.56
H 1.787831 6.765906 -6.379853 0.13 -0.10 0.43
H 0.369161 5.770809 -5.801780 0.21 0.21 0.34
H 1.019799 5.573953 -7.418099 -0.35 0.48 -0.06
H 2.191132 2.725384 -6.084664 0.11 -0.03 0.17
H 0.709688 3.351205 -6.655050 -0.26 0.55 0.01
H 0.303960 4.111295 -4.089932 -0.08 0.21 -0.47
H 1.862605 3.457519 -3.836619 0.01 -0.46 0.13
H 0.485508 1.819062 -3.264271 -0.30 -0.37 -0.05
H -1.152589 0.746304 -4.651545 -0.14 -0.10 -0.13
H -1.201696 2.108910 -5.694863 0.08 0.57 0.13
H -1.981539 1.871151 -2.675900 0.02 -0.05 0.02
H -3.018429 2.020130 -4.159929 -0.44 0.09 0.51
H -3.948782 3.786342 -2.939769 -0.23 0.42 -0.09
H -3.027617 5.343607 -2.699919 0.08 -0.01 -0.46
H -2.716486 3.920978 -1.705501 -0.23 0.14 0.16
C 4.824467 3.255286 -7.457688 -0.28 -0.21 -0.66
O 5.014087 2.050631 -6.744099 0.54 0.34 0.49
C 6.370136 1.841552 -6.371196 0.10 -0.23 -1.19
C 6.502086 0.379260 -5.994875 -0.26 0.69 0.35
N 5.681845 0.073392 -4.817774 0.05 0.19 0.40
C 6.307053 0.453026 -3.556904 0.17 0.43 0.27
C 5.351218 0.350588 -2.353879 0.67 0.13 -0.10
O 6.151600 0.482341 -1.193263 0.52 -0.57 0.31
C 5.377336 0.676483 -0.039802 -0.92 0.51 -0.25
H 5.520628 4.059834 -7.208039 -0.04 -0.07 0.48
H 3.795506 3.572090 -7.295599 0.19 0.19 -0.04
H 4.982485 3.054700 -8.523583 -0.08 0.05 -0.09
H 6.691939 2.572339 -5.623597 -0.13 -0.17 0.33
H 7.038464 1.990178 -7.231534 -0.13 0.19 -0.17
H 7.572799 0.193952 -5.885516 -0.12 -0.48 0.37
H 6.100966 -0.201756 -6.826344 0.24 -0.03 -0.08
H 4.910820 0.728865 -4.922552 -0.44 -0.43 -0.05
H 6.675207 1.488711 -3.563333 -0.10 0.17 -0.03
H 7.224539 -0.117324 -3.397193 -0.28 -0.45 0.17
H 4.797775 -0.593644 -2.326136 0.02 -0.09 -0.15
H 4.630332 1.175855 -2.338973 -0.17 -0.01 -0.38
H 4.477101 0.052555 -0.035556 0.04 -0.21 -0.09
H 5.006516 1.708124 -0.050055 -0.01 0.06 0.32
H 5.900591 0.482396 0.894516 0.46 0.02 -0.28
C -4.141290 -3.491566 6.571461 -0.82 0.13 -0.44
O -5.092456 -2.437900 6.397884 0.17 0.10 0.04
C -4.837283 -1.266212 7.183487 0.59 -0.47 0.42
C -4.947883 0.004902 6.349107 0.74 0.16 0.73
N -3.858688 0.158427 5.378350 -0.45 -1.07 -0.75
C -4.011079 1.290027 4.475408 0.12 0.61 -0.54
C -2.870724 1.354851 3.461738 -0.31 -0.86 0.69
O -1.858982 2.202798 3.956477 0.33 0.31 -0.47
C -0.717837 2.072224 3.143246 1.43 -0.16 -0.37
H -4.256607 -3.978245 7.541921 0.49 0.47 0.36
H -3.163779 -3.084948 6.314933 0.26 -0.35 0.40
H -4.392656 -4.302260 5.885134 -0.06 0.32 -0.37
H -3.857868 -1.340803 7.671695 0.24 -0.02 -0.34
H -5.520322 -1.289859 8.036327 -0.34 0.39 -0.19
H -4.786343 0.893498 6.969270 -1.07 -0.17 0.68
H -5.952791 -0.038559 5.931302 0.20 0.53 -0.59
H -2.983063 0.243146 5.881440 0.02 0.05 0.04
H -4.016131 2.266484 4.975721 -0.16 -0.03 0.25
H -4.951332 1.207577 3.927901 -0.09 -0.24 0.18
H -3.240846 1.624991 2.469157 0.18 0.36 -0.03
H -2.470185 0.337538 3.395935 0.07 -0.04 -0.34
H -0.307237 1.057528 3.163408 -0.36 -0.24 0.00
H 0.140222 2.682007 3.427940 -0.54 0.40 0.72
H -0.839921 2.352123 2.092250 -0.68 -0.11 -0.03
C 1.542382 -4.030055 -2.137668 0.25 -0.56 -0.38
C 1.264164 -5.442986 -2.612067 -0.10 -0.30 -0.47
O -0.088666 -5.616623 -3.037984 -0.42 0.03 0.40
O 0.845009 -3.660108 -0.955194 0.18 -0.97 -0.62
H 1.306366 -3.328459 -2.943714 0.03 0.01 -0.07
H 2.624961 -4.019729 -1.975987 0.06 0.25 0.02
H 1.532964 -6.206892 -1.875878 -0.13 0.27 0.30
H 1.832948 -5.687756 -3.516495 0.66 0.53 0.29
H -0.171468 -6.558670 -3.215224 -0.36 0.06 -0.05
H 1.148294 -2.769316 -0.777808 -0.14 0.12 0.40
C -0.067158 4.308533 -0.240702 0.76 1.68 0.00
C -0.696582 5.171173 0.852788 -1.36 -0.81 -0.56
O -0.024369 5.029418 2.085554 0.28 0.39 -0.32
O 1.271351 4.771402 -0.575582 -0.59 -0.41 0.53
H -0.643571 4.449144 -1.154353 -0.01 -0.47 -0.03
H -0.020115 3.284007 0.124824 -0.20 -0.17 -0.31
H -1.722528 4.786624 0.925721 0.11 -0.33 0.60
H -0.921474 6.213652 0.603479 0.83 0.13 -0.28
H 0.814942 5.475108 1.914306 0.05 -0.02 0.47
H 1.823675 4.467171 0.153298 0.23 0.01 -0.20
C -4.431111 -2.080659 2.522081 -0.14 0.33 -0.36
C -5.700635 -2.747787 3.016983 -0.63 -0.08 -0.38
O -6.431045 -1.971381 3.942252 0.19 0.71 0.31
O -3.446055 -1.980380 3.523854 0.34 -0.06 0.36
H -4.670847 -1.097834 2.093377 -0.21 0.17 0.38
H -3.956664 -2.552298 1.666718 -0.22 -0.74 -0.09
H -5.537246 -3.717110 3.502175 0.38 -0.17 -0.50
H -6.392867 -2.857910 2.178396 0.27 -0.37 -0.12
H -5.982826 -2.046780 4.797158 -0.05 -0.10 0.06
H -3.719636 -1.278015 4.156883 0.23 -0.10 0.22
C 0.321217 -2.110457 5.091260 0.14 0.17 0.97
C -0.017076 -2.488639 6.524406 -0.40 -0.92 0.21
O 1.058538 -3.206393 7.139448 -0.17 0.35 -0.10
O 0.465221 -3.284090 4.302461 0.24 -0.05 -0.05
H 1.287406 -1.620514 5.253963 0.02 0.25 -0.70
H -0.406659 -1.454767 4.608636 -0.01 0.24 0.31
H -0.933536 -3.086768 6.580384 0.00 -0.25 -0.25
H -0.231565 -1.651233 7.186954 0.31 0.40 -0.33
H 1.435048 -3.822962 6.502207 -0.21 0.00 -0.13
H 1.044280 -3.012208 3.564722 -0.08 -0.19 -0.18
C 3.235198 -0.386649 2.929477 0.78 -1.03 -0.99
C 3.356975 -1.793543 2.293094 -1.77 0.79 0.31
O 2.000113 -2.333128 2.104270 1.37 -0.34 0.92
O 2.794903 0.632865 2.070289 0.20 0.54 0.06
H 4.255736 -0.124015 3.222242 -0.14 0.23 0.26
H 2.601405 -0.501379 3.811666 -0.02 0.16 0.05
H 3.900821 -2.368066 3.042406 -0.21 -0.54 -0.28
H 3.826906 -1.840176 1.311956 0.45 0.28 0.19
H 1.645205 -1.943506 1.305437 -0.19 0.12 -0.24
H 2.152894 0.344564 1.421998 -0.37 -0.37 0.00
```
Positions in Å, forces in eV/Å.

Löwdin population analysis, charges in e, atoms 1 to 99: 0.920, 1.010, -0.265, 0.469, -0.262, -0.388, -0.164, 0.550, -0.351, -0.212, -0.184, 0.169, -0.171, -0.139, -0.146, -0.252, -0.288, -0.164, -0.096, -0.207, -0.232, -0.200, -0.044, -0.180, -0.213, -0.203, -0.103, 0.086, 0.085, 0.086, 0.109, 0.119, 0.102, 0.125, 0.060, 0.104, 0.117, 0.109, 0.120, 0.087, 0.091, 0.071, -0.097, -0.198, -0.242, -0.201, -0.057, -0.211, -0.213, -0.192, -0.122, 0.092, 0.061, 0.089, 0.120, 0.120, 0.120, 0.117, 0.096, 0.112, 0.121, 0.120, 0.123, 0.060, 0.093, 0.090, -0.066, -0.221, -0.187, -0.173, -0.075, -0.177, -0.224, -0.148, -0.115, 0.096, 0.071, 0.089, 0.119, 0.127, 0.126, 0.127, 0.131, 0.126, 0.126, 0.129, 0.096, 0.069, 0.088, 0.077, -0.229, -0.220, -0.162, -0.078, 0.121, 0.131, 0.129, 0.127, 0.094

=====

No. 4
ORCA calculation (ωB97M-V with the def2-TZVPD basis set) on C4H6BrNO2 in the gas phase in a non-equilibrium geometry.

Structure (SMILES): N[C@@H]1CC(=O)O[C@@H]1Br
Relative energy (zero: lowest compared OMol25 entry of this formula, charge and spin): 3.136 eV
Energy: -2935.161284 Ha
E_HOMO: -10.0 eV

Structure (XYZ):
```
14
Properties=species:S:1:pos:R:3:forces:R:3
N 1.981126 -0.198132 -0.275028 -1.00 -0.39 1.29
C 0.564302 -0.064178 0.321897 -0.38 -1.44 0.47
C -0.613603 -1.009201 -0.396963 -0.18 0.80 2.30
C -1.971469 -0.111293 -0.031934 -4.52 -0.94 -0.95
O -3.260043 -0.497465 -0.038259 8.93 2.90 0.20
O -1.570328 1.277784 0.272062 0.79 -2.57 0.58
C -0.098727 1.471317 0.311510 0.55 -3.30 -0.53
Br 0.327584 2.134717 -1.526458 -0.03 0.34 1.28
H 2.689794 -0.056069 0.505245 -1.30 -0.36 -1.38
H 2.095553 -1.178427 -0.627230 -0.14 1.28 0.56
H 0.655350 -0.502906 1.428363 -0.67 1.43 -2.07
H -0.441659 -1.331314 -1.508748 -0.61 0.99 2.16
H -0.737452 -1.927154 0.318919 0.23 1.46 -1.77
H 0.379571 1.992322 1.246623 -1.66 -0.18 -2.15
```
Positions in Å, forces in eV/Å.

Löwdin charges, unit e, in atom order: -0.039, -0.380, -0.040, -0.227, -0.012, -0.143, -0.559, 0.676, 0.089, 0.076, 0.151, 0.138, 0.127, 0.143

=====

- The lowest energy belongs to which entry?
  C28H75F8N4O20PRb2S2

=====

- The lowest energy belongs to which entry?
  C28H75F8N4O20PRb2S2